{"formula": "C29H65F14N9O27S6", "method": "wB97M-V/def2-TZVPD", "symbols": ["S", "S", "S", "S", "S", "S", "F", "F", "F", "F", "F", "F", "F", "F", "F", "F", "F", "F", "F", "F", "O", "O", "O", "O", "O", "O", "O", "O", "O", "O", "O", "O", "O", "O", "O", "O", "O", "O", "O", "O", "O", "O", "O", "O", "O", "O", "O", "N", "N", "N", "N", "N", "N", "N", "N", "N", "C", "C", "C", "C", "C", "C", "C", "C", "C", "C", "C", "C", "C", "C", "C", "C", "C", "C", "C", "C", "C", "C", "C", "C", "C", "C", "C", "C", "C", "H", "H", "H", "H", "H", "H", "H", "H", "H", "H", "H", "H", "H", "H", "H", "H", "H", "H", "H", "H", "H", "H", "H", "H", "H", "H", "H", "H", "H", "H", "H", "H", "H", "H", "H", "H", "H", "H", "H", "H", "H", "H", "H", "H", "H", "H", "H", "H", "H", "H", "H", "H", "H", "H", "H", "H", "H", "H", "H", "H", "H", "H", "H", "H", "H"], "xyz": [[2.900322, -3.188115, 0.350227], [-1.347936, 5.233020, -0.774170], [0.226878, -0.131681, -2.513158], [-0.178901, -6.181165, -1.755424], [-1.147745, 3.617689, 1.435793], [-4.315825, -0.833834, -0.573109], [1.117662, -7.701661, -3.317299], [-6.913175, -0.931040, -0.823928], [-0.428194, -6.474674, -4.349265], [-2.258496, 2.444162, 1.626273], [-6.295565, 0.012296, 1.021443], [-0.987530, -8.242670, -3.189118], [-1.914544, 6.670152, -0.338003], [-6.167818, -2.155792, 0.815320], [3.410689, -3.701161, 2.931608], [4.073652, -1.756701, 2.211986], [-0.577952, 2.052801, -3.677085], [5.192600, -3.496502, 1.608385], [-0.974506, 0.260286, -4.763247], [1.065549, 1.058477, -4.802130], [3.855939, 1.389946, 3.611814], [1.046705, -1.264339, -2.944656], [0.686422, -5.055103, -1.989064], [2.200650, -1.915719, 0.402398], [4.764638, 1.915967, -1.246858], [0.029322, 2.949662, 1.021121], [-6.042489, -5.196695, -2.057270], [-2.006925, 5.156900, -2.031416], [-5.478540, 4.779751, -2.203718], [5.210969, 6.740901, 0.975417], [-1.559713, -1.532750, 2.890945], [-1.053101, 4.424289, 2.603910], [-1.138963, -0.480661, -2.102694], [4.640022, 5.163943, 2.291058], [5.054366, -2.721959, -4.636967], [-4.423739, 0.555488, -1.049073], [-1.558046, -5.821568, -1.613855], [-3.335360, -1.042181, 0.457386], [0.336311, -7.092206, -0.729772], [2.550990, -7.098599, 3.778048], [3.871036, -3.378512, -0.703477], [2.085675, -4.384899, 0.537657], [4.151714, 5.000322, 0.061327], [-4.345187, -1.795001, -1.648126], [-2.362994, 9.636253, -0.172235], [0.867626, 0.761862, -1.565953], [0.092842, 5.328964, -0.712312], [-4.068491, -4.663578, -0.854087], [-2.821335, 10.562136, 1.923534], [3.204128, -2.977364, -3.335629], [2.653777, 2.495585, -0.730008], [-0.642342, -1.489149, 0.802080], [1.757075, -7.087886, 1.703624], [3.803190, -0.066851, 5.281158], [-2.050414, 4.188838, 0.285544], [-5.228934, 2.980770, -0.898903], [-5.031129, 3.772196, 0.344024], [0.417463, -0.115403, 2.583951], [3.851878, 3.584006, -2.671546], [4.398526, -2.292303, -3.725537], [-0.071635, 0.915629, -4.096039], [-5.973323, -1.019141, 0.175691], [-3.059303, 10.464114, 0.612480], [-0.842706, -2.984923, 0.630316], [-4.971896, -4.740269, -2.108287], [-4.690295, -5.163616, 0.399279], [-1.826658, 9.872678, 2.612045], [2.600511, -3.970205, -4.238477], [-0.631652, -1.078102, 2.280677], [0.274219, -6.534169, 3.595929], [-4.026327, 11.336551, -0.044502], [2.949124, -7.933557, 1.242854], [-0.109511, -7.180926, -3.268563], [4.533228, -1.083735, -2.942591], [3.891081, 2.657007, -1.586036], [1.607946, -6.889624, 3.095980], [2.463420, 0.246258, 5.643498], [4.015604, -3.063832, 1.907734], [4.600664, 5.569390, 1.035842], [2.851570, 1.648410, 0.484043], [-4.127883, 2.986037, -3.152080], [-4.345371, -4.194709, -3.340002], [-4.931672, 3.715873, -2.135140], [4.439311, 0.567707, 4.268519], [5.970232, 0.259012, 4.182561], [6.250289, -0.201315, 3.198627], [-0.410419, -6.400539, 2.735909], [-5.458760, 4.763242, 0.269414], [-5.745544, -4.987087, 0.336347], [6.477875, 1.298398, 4.360458], [4.590746, -1.439521, -1.880595], [-4.480118, -6.228118, 0.480166], [-4.203314, 3.558496, -4.083665], [5.685364, 6.959238, 1.750740], [3.398365, -3.424985, -2.395370], [0.022273, -3.471338, 1.048138], [1.551729, -3.912592, -3.938510], [2.040117, 1.856492, -1.275877], [0.513622, 0.648403, 1.795551], [-0.036829, -7.291367, 4.282036], [-3.169300, -5.089010, -1.093610], [-4.488407, 1.940985, -3.189659], [2.650175, 0.656876, 0.297809], [4.889170, 3.617296, -3.051136], [2.389178, 0.836869, 6.570018], [6.323622, -0.478504, 4.933508], [0.176598, -1.292148, 0.293321], [-1.370974, -1.076316, 0.208841], [-4.535823, 2.197848, -0.721641], [3.631396, -0.488915, -2.993888], [-0.892160, -3.184684, -0.413175], [3.888590, 1.717192, 0.855093], [-1.831942, -3.219529, 1.064023], [-1.913216, 9.877229, 3.675722], [-6.174763, 2.594610, -1.003869], [-3.847603, -3.683441, -0.809468], [-4.472137, 10.991056, -0.953168], [0.942578, -7.459905, 1.161251], [4.247351, -0.891819, 5.724795], [3.817465, -7.424945, 1.640859], [-5.611155, 3.233261, 1.134892], [3.559608, 4.568770, -2.269322], [-4.676075, -3.177857, -3.483577], [-5.018023, 11.414293, 0.482901], [-3.052776, 2.983645, -2.862692], [-1.899265, 8.992125, 0.351464], [0.382964, -5.584265, 4.112399], [-3.252695, -4.154590, -3.285020], [-3.966074, 3.741320, 0.570164], [2.911259, -7.862932, 0.189542], [2.820404, -3.711209, -5.263242], [3.067820, 3.279976, -3.414957], [-3.588769, 12.349088, 0.087257], [-4.599382, -4.729656, -4.275437], [2.837438, -8.941933, 1.757336], [2.918539, -4.969117, -4.133545], [4.279093, 4.262733, 2.321182], [-0.856723, 10.147893, 2.174359], [1.964363, -0.711229, 5.829186], [2.491983, -2.254051, -3.064686], [-3.301296, 11.228926, 2.577285], [0.215695, 0.360439, 3.543626], [2.008776, 3.319019, -0.537701], [1.890786, 0.818330, 4.895809], [5.401464, -0.581364, -3.241345], [1.911669, -6.191820, 1.227133], [-1.975167, 8.834189, 2.167572], [1.323475, -0.696572, 2.694104], [2.169472, 1.962336, 1.276320], [-4.264007, -4.668701, 1.247325]], "atomic_forces_ev_per_a": [[0.28, -0.80, 1.53], [-0.17, -0.86, 0.22], [-1.65, -0.69, -0.82], [1.68, 0.07, 1.13], [-1.34, -0.55, 0.11], [-0.33, 1.93, -1.12], [-0.09, 0.29, -0.79], [1.03, -0.31, 0.70], [0.49, -0.20, 0.12], [1.07, 0.25, 1.14], [0.78, -0.87, -0.45], [0.82, 1.22, -0.11], [0.38, 0.20, 1.06], [0.27, -0.34, 0.13], [0.87, -0.03, -0.17], [0.39, -0.21, 0.46], [0.19, 1.11, -0.42], [1.18, -0.78, 0.68], [-0.47, -0.22, -1.31], [-0.76, 0.41, 0.21], [-0.19, 1.14, -1.35], [-0.11, 0.55, 0.12], [0.14, 0.14, -0.48], [-0.27, -0.35, -0.44], [0.14, 0.40, -0.79], [0.89, -0.75, -0.31], [-1.26, -0.65, 1.05], [0.07, -0.80, -0.22], [0.63, -0.41, -0.42], [-0.76, 0.33, -2.54], [1.68, 0.56, 0.04], [-0.47, -0.26, 0.15], [1.36, 0.12, -0.20], [-0.61, -1.37, 0.43], [-0.30, 0.39, 0.91], [0.36, -1.17, 0.37], [-1.85, 0.23, 0.28], [0.02, -0.36, 0.34], [-0.47, 0.10, -0.15], [0.91, 0.04, 0.65], [0.25, 0.45, -0.66], [-0.09, 0.33, 0.56], [0.02, 0.26, 1.13], [0.17, -0.66, 0.33], [-1.72, 1.73, 1.06], [0.53, 0.24, 0.19], [-1.30, -0.04, 0.29], [-0.70, -0.13, -0.44], [-2.34, 2.44, -0.74], [-1.04, -1.22, 1.70], [-1.58, 0.30, 0.21], [-0.79, -1.74, -0.27], [0.30, -1.11, -3.64], [1.13, -1.08, 0.16], [1.49, 2.81, -2.48], [1.38, -0.83, 1.23], [-1.44, -0.57, 1.42], [0.13, 0.58, 0.70], [-0.30, 1.24, -1.27], [0.76, -0.49, -2.25], [0.96, -1.87, 2.37], [-2.10, 1.37, -0.19], [0.63, -0.74, 0.95], [-0.94, 0.87, 0.73], [1.06, 0.17, -1.29], [0.46, -0.64, -0.51], [1.86, -3.52, -2.57], [-1.23, 0.93, -0.40], [-2.93, -0.45, -1.11], [-0.54, 1.14, -1.35], [-1.76, 1.17, 1.66], [-0.59, -0.31, 2.70], [-0.95, -1.63, 0.48], [-0.02, -0.39, 1.87], [0.30, -1.70, 2.55], [0.00, -0.62, 1.60], [-1.45, -0.18, 0.74], [-2.72, 1.04, -1.49], [0.65, 0.36, -0.83], [1.19, 2.31, 1.80], [0.42, 0.18, 0.13], [1.14, -0.05, -0.84], [-0.61, 1.26, -0.70], [1.61, -1.12, 1.32], [0.09, 0.96, -0.30], [-0.31, 0.90, 0.67], [0.01, -0.15, 0.72], [0.18, 0.15, -0.28], [-0.48, 0.04, 0.04], [-0.68, -2.11, -0.51], [0.17, 0.55, -0.64], [-0.18, 0.02, -0.08], [-0.09, -0.46, 0.12], [0.62, 0.20, 1.57], [-0.01, 0.30, -0.31], [-0.04, -0.40, 0.27], [-0.01, -0.30, -0.71], [-0.39, 0.11, -0.41], [-0.01, -0.44, 0.21], [-0.40, -0.43, 0.42], [0.52, -0.67, -0.04], [0.27, 0.47, -0.26], [-0.39, -2.21, -0.89], [-0.79, 0.11, -0.30], [0.24, -0.17, -0.17], [-0.38, 0.68, -0.18], [2.07, 0.58, -0.37], [-0.66, 0.60, 0.63], [-1.18, -0.16, -0.91], [-0.18, 0.28, -0.20], [0.18, -0.09, -0.97], [-0.61, 0.17, -0.26], [0.81, -0.02, 0.14], [-0.01, 0.12, 0.43], [0.34, -0.07, 0.26], [0.00, 1.20, 0.16], [1.09, 0.08, -1.26], [0.07, 0.45, 0.53], [-0.46, 1.21, -0.49], [0.26, -0.16, -0.05], [0.63, 0.40, -0.53], [0.15, -0.27, -0.25], [-0.19, 0.38, 0.16], [1.16, -0.17, 0.57], [-0.69, -0.09, 0.04], [0.90, -0.95, 0.29], [-0.18, 0.05, 0.21], [-0.12, -0.02, 0.16], [-0.45, 0.35, -0.07], [0.01, -0.54, -1.08], [-0.31, 0.40, -0.21], [0.86, 0.23, 0.41], [-0.44, -0.34, -1.10], [-0.20, -0.11, 0.89], [0.26, 1.20, -1.19], [0.79, -0.97, 0.76], [0.00, -0.01, 0.30], [0.14, 0.24, 0.92], [-0.31, 0.28, 0.01], [0.01, -0.37, -0.36], [-0.10, -0.56, -1.91], [-0.09, -0.03, -0.13], [1.34, -0.71, -0.26], [0.71, -0.41, 0.03], [1.14, 1.00, -0.18], [-0.15, 0.90, -0.13], [0.60, 0.37, 1.62], [0.63, 0.06, -0.22], [0.17, 0.30, -0.31], [0.23, 0.43, 0.35]], "energy_ev": -202864.51487, "total_charge": 2, "multiplicity": 1, "gap_ev": 8.291, "max_force_ha_per_bohr": 0.0922}